Entry 1:
Density functional theory data (ωB97M-V with the def2-TZVPD basis set) for one molecule with the formula C4H12N2O in a non-equilibrium geometry.

```
19
Properties=species:S:1:pos:R:3:mulliken_charge:R:1
C 0.441 0.505 -0.065 -1.146
N 1.018 -0.441 0.922 -0.478
C 2.116 -1.233 0.299 -0.189
O 2.694 -2.089 1.246 -0.496
C -1.018 0.119 -0.420 0.523
C -1.629 1.293 -1.195 -1.539
N -1.791 -0.164 0.859 -0.788
H 0.970 0.450 -1.016 0.416
H 0.449 1.546 0.297 0.328
H 0.172 -0.911 1.237 0.416
H 2.883 -0.459 0.074 0.240
H 1.696 -1.609 -0.635 0.308
H 2.086 -1.906 1.975 0.338
H -1.023 -0.745 -1.055 0.243
H -1.493 2.333 -0.852 0.393
H -2.552 0.999 -1.691 0.396
H -1.044 1.445 -2.137 0.411
H -2.620 0.390 0.635 0.344
H -1.354 0.478 1.522 0.280
```

HOMO-LUMO gap = 10.00 eV
ΔE to the lowest compared entry with this formula, charge and spin = 56.3 kcal/mol
DFT total energy = -9368.7530 eV
highest occupied orbital energy = -0.3330 Eh
LUMO energy = 0.9348 eV

---

Entry 2:
Density functional theory data (ωB97M-V with the def2-TZVPD basis set) for C4H12N2O as an isolated structure in a non-equilibrium geometry.

```
19
Properties=species:S:1:pos:R:3:mulliken_charge:R:1
C 0.746 -1.780 -0.055 -0.603
C 1.547 -0.472 -0.140 0.610
C 1.363 1.849 0.260 -0.876
C -3.288 -0.188 0.633 -0.835
H -0.442 -1.784 0.096 0.127
H 1.399 -2.287 1.061 0.233
H 0.949 -2.492 -1.030 0.213
H -0.402 0.554 -0.048 0.311
H 2.279 1.847 -0.150 0.408
H 0.969 2.914 -0.137 0.258
H 1.374 1.729 1.370 0.272
H -3.113 -0.453 -1.303 0.222
H -3.070 1.168 -0.876 0.183
H -3.137 0.564 1.335 0.342
H -4.304 -0.470 0.941 0.339
H -2.674 -1.048 0.886 0.222
N 0.782 0.630 -0.404 -0.371
N -2.771 0.317 -0.666 -0.454
O 2.737 -0.415 0.145 -0.600
```

HOMO-LUMO gap = 10.13 eV
ΔE to the lowest compared entry with this formula, charge and spin = 98.4 kcal/mol
DFT total energy = -9366.9252 eV
highest occupied orbital energy = -0.3488 Eh
LUMO energy = 0.6371 eV

---

Entry 3:
Density functional theory data (ωB97M-V with the def2-TZVPD basis set) for one molecule with the formula C4H12N2O in a non-equilibrium geometry.

```
19
Properties=species:S:1:pos:R:3:mulliken_charge:R:1
C -1.237 -0.701 -0.923 -1.345
C -0.459 0.320 -0.082 0.413
C -1.311 0.518 1.170 -0.692
O -2.442 1.348 0.880 -0.506
N 0.890 0.024 0.320 -0.414
C 1.818 -0.162 -0.861 -0.196
N 2.892 -1.071 -0.417 -0.672
H -1.578 -1.689 -0.577 0.319
H -2.139 -0.259 -1.348 0.408
H -0.626 -1.025 -1.786 0.320
H -0.603 1.268 -0.615 0.189
H -0.670 1.015 1.923 0.392
H -1.619 -0.459 1.548 0.246
H -2.515 1.939 1.647 0.326
H 0.964 -0.842 0.851 0.229
H 1.292 -0.622 -1.684 0.218
H 2.090 0.869 -1.077 0.277
H 2.510 -1.858 0.104 0.234
H 3.216 -1.531 -1.264 0.257
```

HOMO-LUMO gap = 9.98 eV
ΔE to the lowest compared entry with this formula, charge and spin = 49.3 kcal/mol
DFT total energy = -9369.0538 eV
highest occupied orbital energy = -0.3318 Eh
LUMO energy = 0.9459 eV

---

Entry 4:
Density functional theory data (ωB97M-V with the def2-TZVPD basis set) for a 3-piece molecular cluster, C4H12N2O overall.

```
19
Properties=species:S:1:pos:R:3:mulliken_charge:R:1
C 0.122 -1.649 -0.868 -0.953
C -0.081 1.349 -0.162 -1.142
C -1.721 -0.365 -1.600 -1.129
N -0.855 -0.802 -0.517 -0.164
H -2.332 0.482 -1.294 0.345
H 0.236 -2.530 -0.230 0.428
H 0.402 -1.783 -1.918 0.384
H 1.214 -1.151 0.023 0.507
H 0.972 1.610 -0.090 0.419
H -0.437 1.528 -1.168 0.457
H -0.707 1.842 0.581 0.100
H -1.190 -0.116 -2.531 0.450
H -2.393 -1.202 -1.822 0.350
N 1.334 0.964 2.387 -0.330
C 0.893 -0.026 1.591 -0.195
O 1.751 -0.700 0.915 -0.554
H 2.250 1.341 2.191 0.267
H 0.656 1.608 2.765 0.260
H -0.114 -0.400 1.747 0.499
```

HOMO-LUMO gap (alpha / beta) = 7.47 / 7.46 eV
ΔE to the lowest compared entry with this formula, charge and spin = 143.6 kcal/mol
DFT total energy = -9364.9661 eV
highest occupied orbital energy (alpha / beta) = -0.2475 / -0.2473 Eh
LUMO energy (alpha / beta) = 0.7401 / 0.7361 eV

---

Entry 5:
Density functional theory data (ωB97M-V with the def2-TZVPD basis set) for one molecule with the formula C4H12N2O in a non-equilibrium geometry.

```
19
Properties=species:S:1:pos:R:3:mulliken_charge:R:1
C 0.241 -0.086 -0.391 -0.545
C 0.139 -1.235 0.654 0.259
C -0.215 -2.632 0.143 -1.123
O 1.369 -1.224 1.387 -0.587
N 0.265 1.139 0.339 -0.193
C -0.564 2.298 0.092 -0.412
N -0.732 2.683 -1.294 -0.655
H 1.234 -0.155 -0.898 0.151
H -0.505 -0.239 -1.244 0.263
H -0.472 -0.890 1.494 0.314
H -1.059 -3.066 0.716 0.245
H 0.687 -3.222 0.267 0.283
H -0.538 -2.683 -0.881 0.364
H 2.085 -1.706 0.951 0.323
H 0.923 1.149 1.092 0.214
H -1.497 2.105 0.685 0.317
H -0.077 3.244 0.479 0.259
H -1.420 2.182 -1.848 0.250
H 0.135 2.337 -1.742 0.272
```

HOMO-LUMO gap = 8.90 eV
ΔE to the lowest compared entry with this formula, charge and spin = 53.9 kcal/mol
DFT total energy = -9368.8570 eV
highest occupied orbital energy = -0.2924 Eh
LUMO energy = 0.9399 eV

---

Entry 6:
Density functional theory data (ωB97M-V with the def2-TZVPD basis set) for one molecule with the formula C4H12N2O in a non-equilibrium geometry.

```
19
Properties=species:S:1:pos:R:3:mulliken_charge:R:1
C 0.005 -0.501 0.799 -1.017
N -0.765 -0.908 -0.361 -0.318
C -0.023 -0.914 -1.611 -0.372
O 0.179 -2.142 -2.278 -0.507
C 0.361 0.957 0.854 0.799
C 0.851 1.456 2.251 -1.423
N -0.719 1.880 0.366 -0.750
H 0.948 -1.047 0.634 0.362
H -0.357 -0.862 1.763 0.414
H -1.725 -0.632 -0.465 0.261
H 0.982 -0.427 -1.516 0.234
H -0.587 -0.261 -2.292 0.304
H 0.066 -2.801 -1.580 0.311
H 1.151 1.150 0.085 0.116
H 1.341 2.420 2.231 0.437
H 1.590 0.650 2.409 0.323
H 0.054 1.369 2.974 0.375
H -0.753 1.863 -0.645 0.208
H -0.494 2.830 0.632 0.242
```

HOMO-LUMO gap = 10.02 eV
ΔE to the lowest compared entry with this formula, charge and spin = 42.1 kcal/mol
DFT total energy = -9369.3664 eV
highest occupied orbital energy = -0.3337 Eh
LUMO energy = 0.9397 eV

---

Entry 7:
Density functional theory data (ωB97M-V with the def2-TZVPD basis set) for one molecule with the formula C4H12N2O in a non-equilibrium geometry.

```
19
Properties=species:S:1:pos:R:3:mulliken_charge:R:1
C 0.506 0.200 0.911 -0.331
N 0.574 1.022 -0.239 -0.353
C 0.800 2.516 0.054 -0.503
O -0.126 3.072 0.944 -0.564
C -0.015 -1.203 0.460 -0.780
N -0.981 -1.069 -0.719 -0.348
C -1.084 -2.577 -1.274 -0.795
H 1.546 0.044 1.488 0.281
H -0.332 0.551 1.595 0.273
H 0.217 0.959 -1.127 0.284
H 0.869 3.159 -0.861 0.297
H 1.771 2.593 0.664 0.304
H 0.234 3.136 1.935 0.361
H -0.290 -1.884 1.272 0.320
H 0.830 -1.624 0.001 0.349
H -1.004 -0.093 -0.753 0.322
H -1.530 -3.401 -0.620 0.250
H -1.847 -2.440 -1.933 0.386
H -0.137 -2.962 -1.796 0.247
```

HOMO-LUMO gap = 9.07 eV
ΔE to the lowest compared entry with this formula, charge and spin = 121.8 kcal/mol
DFT total energy = -9365.9100 eV
highest occupied orbital energy = -0.3012 Eh
LUMO energy = 0.8720 eV

---

Entry 8:
Density functional theory data (ωB97M-V with the def2-TZVPD basis set) for one molecule with the formula C4H12N2O in a non-equilibrium geometry.

```
19
Properties=species:S:1:pos:R:3:mulliken_charge:R:1
N -0.360 -1.451 1.363 -0.536
C 0.790 -0.564 1.287 -0.705
C 1.492 -0.713 -0.074 -0.453
N 0.475 -0.263 -1.105 -0.284
C -0.097 1.164 -1.047 -0.696
C -1.703 1.115 -0.832 -0.357
O -1.863 0.735 0.572 -0.573
H -1.287 -0.050 0.700 0.523
H -0.743 -1.305 2.273 0.227
H -0.198 -2.422 1.016 0.182
H 1.550 -0.704 2.083 0.350
H 0.472 0.533 1.290 0.358
H 2.483 -0.001 -0.132 0.267
H 1.864 -1.853 -0.288 0.285
H 0.935 -0.428 -1.994 0.250
H 0.468 1.798 -0.406 0.334
H 0.052 1.746 -2.149 0.292
H -2.158 0.527 -1.698 0.218
H -2.172 2.136 -0.858 0.316
```

HOMO-LUMO gap = 9.74 eV
ΔE to the lowest compared entry with this formula, charge and spin = 71.9 kcal/mol
DFT total energy = -9368.0746 eV
highest occupied orbital energy = -0.3213 Eh
LUMO energy = 0.9988 eV

---

Entry 9:
Density functional theory data (ωB97M-V with the def2-TZVPD basis set) for one molecule with the formula C4H12N2O in a non-equilibrium geometry.

```
19
Properties=species:S:1:pos:R:3:mulliken_charge:R:1
N -1.153 0.840 2.709 -0.532
C -0.319 1.570 1.770 -0.451
C -0.249 0.773 0.439 -0.559
N 0.677 -0.343 0.315 -0.362
C 1.215 -0.558 -1.058 -0.374
C 0.520 -1.649 -1.890 -0.616
O -0.624 -1.110 -2.561 -0.496
H -0.306 -0.667 -3.360 0.327
H -1.807 0.210 2.267 0.201
H -1.701 1.300 3.416 0.206
H -0.736 2.519 1.423 0.252
H 0.722 1.582 2.096 0.284
H 0.079 1.522 -0.289 0.311
H -1.245 0.412 0.161 0.356
H 0.333 -1.246 0.611 0.223
H 2.260 -0.867 -0.992 0.408
H 0.994 0.369 -1.569 0.203
H 1.301 -2.300 -2.291 0.330
H 0.040 -2.358 -1.200 0.288
```

HOMO-LUMO gap = 9.41 eV
ΔE to the lowest compared entry with this formula, charge and spin = 58.0 kcal/mol
DFT total energy = -9368.6783 eV
highest occupied orbital energy = -0.3116 Eh
LUMO energy = 0.9300 eV

---

Entry 10:
Density functional theory data (ωB97M-V with the def2-TZVPD basis set) for a 2-piece molecular cluster, C4H12N2O overall.

```
19
Properties=species:S:1:pos:R:3:mulliken_charge:R:1
N -0.029 -2.599 1.015 -0.523
C 1.040 -2.283 1.969 -0.727
H 0.146 -3.509 0.576 0.221
H -0.926 -2.688 1.506 0.212
H 1.988 -2.201 1.412 0.274
H 1.167 -3.027 2.773 0.307
H 0.816 -1.304 2.428 0.251
O -0.586 3.145 -1.332 -0.636
C -0.722 2.048 -0.797 0.664
N 0.021 0.972 -1.179 -0.128
C -1.711 1.785 0.318 -1.004
C 1.006 1.085 -2.236 -0.842
H -0.123 0.075 -0.709 0.243
H -1.195 1.448 1.233 0.257
H -2.254 2.718 0.544 0.287
H -2.444 1.015 0.024 0.300
H 1.489 0.104 -2.384 0.336
H 1.782 1.824 -1.976 0.255
H 0.534 1.390 -3.185 0.250
```

HOMO-LUMO gap = 10.17 eV
ΔE to the lowest compared entry with this formula, charge and spin = 15.4 kcal/mol
DFT total energy = -9370.5261 eV
highest occupied orbital energy = -0.3469 Eh
LUMO energy = 0.7271 eV

---

Entry 11:
Density functional theory data (ωB97M-V with the def2-TZVPD basis set) for one molecule with the formula C4H12N2O in a non-equilibrium geometry.

```
19
Properties=species:S:1:pos:R:3:mulliken_charge:R:1
N 1.939 0.464 1.320 -0.690
C 1.535 -0.967 1.516 -0.254
O 0.222 -1.101 1.880 -0.487
H 2.074 0.604 0.309 0.281
H 1.047 0.956 1.443 0.297
H 1.807 -1.524 0.586 0.303
H 2.231 -1.333 2.298 0.259
C -0.873 1.756 -1.468 -1.084
C -0.665 0.248 -1.329 -0.357
C -0.780 -1.275 0.519 -0.608
N -1.320 -0.179 -0.074 -0.106
H -1.942 1.950 -1.337 0.276
H -0.302 2.239 -0.678 0.245
H -0.532 2.300 -2.357 0.378
H -1.038 -0.324 -2.184 0.330
H 0.387 0.019 -1.203 0.270
H -1.473 -1.925 1.034 0.285
H 0.008 -1.720 -0.079 0.396
H -2.325 -0.186 -0.195 0.267
```

HOMO-LUMO gap = 9.86 eV
ΔE to the lowest compared entry with this formula, charge and spin = 60.7 kcal/mol
DFT total energy = -9368.5622 eV
highest occupied orbital energy = -0.3311 Eh
LUMO energy = 0.8448 eV

---

Entry 12:
Density functional theory data (ωB97M-V with the def2-TZVPD basis set) for one molecule with the formula C4H12N2O in a non-equilibrium geometry.

```
19
Properties=species:S:1:pos:R:3:mulliken_charge:R:1
N -0.390 1.175 1.493 -0.726
C 0.050 0.446 0.283 0.172
C -1.191 0.058 -0.541 0.156
C -1.083 0.511 -1.991 -1.538
O -1.433 -1.361 -0.514 -0.580
C 0.961 -0.732 0.617 -0.522
N 2.267 -0.215 1.101 -0.568
H 0.398 1.502 2.037 0.263
H -0.921 0.531 2.072 0.255
H 0.606 1.192 -0.291 0.243
H -2.119 0.455 -0.136 0.323
H -0.240 -0.006 -2.468 0.378
H -1.980 0.229 -2.495 0.420
H -0.840 1.572 -2.087 0.374
H -0.990 -1.817 -1.241 0.343
H 1.164 -1.358 -0.246 0.412
H 0.487 -1.293 1.417 0.173
H 3.025 -0.846 0.894 0.201
H 2.230 -0.044 2.094 0.220
```

HOMO-LUMO gap = 10.00 eV
ΔE to the lowest compared entry with this formula, charge and spin = 29.3 kcal/mol
DFT total energy = -9369.9252 eV
highest occupied orbital energy = -0.3333 Eh
LUMO energy = 0.9270 eV

---

no.,M (g/mol)
1,104.15
2,104.15
3,104.15
4,104.15
5,104.15
6,104.15
7,104.15
8,104.15
9,104.15
10,104.15
11,104.15
12,104.15